Entry 1:
{
  "formula": "C9H13FIO2S",
  "method": "ωB97M-V with the def2-TZVPD basis set",
  "homo_ev": [-3.525, -3.524],
  "relative_energy_ev": 0.000,
  "lumo_ha": [0.106, 0.106],
  "total_charge": -1,
  "orbital_gap_ev": [6.41, 6.41],
  "symbols": ["C", "C", "C", "C", "C", "C", "C", "C", "C", "O", "O", "F", "S", "I", "H", "H", "H", "H", "H", "H", "H", "H", "H", "H", "H", "H", "H"],
  "positions_angstrom": [[-0.480, -0.358, 2.400], [-1.351, 0.084, 1.192], [-0.174, -1.914, 0.642], [1.517, -0.394, 0.922], [0.618, -1.239, 1.688], [-0.663, -0.510, -0.041], [0.636, 0.274, -0.186], [1.241, 0.256, -1.663], [0.462, 1.280, -2.586], [-2.636, 1.296, -1.947], [-1.363, 2.665, -0.341], [1.226, 2.355, -2.658], [-1.688, 2.420, -1.791], [0.100, 0.423, -4.603], [0.027, 0.354, 2.925], [-0.995, -1.080, 3.090], [-2.455, -0.287, 1.307], [-1.534, 1.106, 1.029], [0.498, -2.593, 0.005], [-0.975, -2.366, 1.071], [2.069, 0.337, 1.525], [2.220, -1.013, 0.448], [1.121, -1.874, 2.436], [-1.368, -0.508, -0.813], [0.505, 1.387, -0.005], [2.208, 0.687, -1.924], [1.234, -0.786, -2.122]]
}

=====

Entry 2:
{
  "formula": "C9H13FN2",
  "method": "ωB97M-V with the def2-TZVPD basis set",
  "homo_ev": -8.659,
  "smiles": "C#C[C@H](F)N1N/C1=C/C(C)(C)C",
  "relative_energy_ev": 7.146,
  "lumo_ha": 0.027,
  "total_charge": 0,
  "orbital_gap_ev": 9.40,
  "symbols": ["C", "C", "C", "F", "N", "N", "C", "C", "C", "C", "C", "C", "H", "H", "H", "H", "H", "H", "H", "H", "H", "H", "H", "H", "H"],
  "positions_angstrom": [[3.579, -2.183, 1.033], [3.176, -1.401, 0.199], [2.831, -0.238, -0.708], [3.969, 0.289, -1.261], [2.002, 0.807, 0.041], [2.154, 1.379, 1.407], [0.825, 1.126, 0.853], [-0.470, 0.798, 0.921], [-1.427, 0.285, -0.162], [-0.859, 0.024, -1.549], [-2.640, 1.215, -0.303], [-2.166, -0.988, 0.388], [3.876, -2.738, 1.846], [2.105, -0.537, -1.464], [2.464, 0.746, 2.096], [-0.959, 1.138, 1.824], [0.013, -0.567, -1.504], [-0.839, 0.891, -2.163], [-1.621, -0.595, -1.996], [-3.477, 1.042, 0.340], [-2.268, 2.229, -0.124], [-3.014, 1.168, -1.293], [-3.095, -1.304, -0.252], [-2.605, -0.827, 1.328], [-1.553, -1.759, 0.503]]
}

=====

Entry 3:
{
  "formula": "C9H13IN",
  "method": "ωB97M-V with the def2-TZVPD basis set",
  "homo_ev": -13.353,
  "relative_energy_ev": 0.000,
  "lumo_ha": -0.161,
  "total_charge": 1,
  "orbital_gap_ev": 8.98,
  "symbols": ["C", "C", "C", "C", "C", "C", "C", "C", "C", "N", "I", "H", "H", "H", "H", "H", "H", "H", "H", "H", "H", "H", "H", "H"],
  "positions_angstrom": [[0.902, -3.062, -0.171], [-0.431, -2.800, 0.068], [1.874, -2.076, -0.061], [-0.791, -1.467, 0.071], [1.482, -0.776, -0.082], [-1.888, 1.141, 0.007], [0.135, 1.649, -1.355], [0.168, 1.753, 1.255], [-0.364, 1.027, -0.045], [0.115, -0.490, -0.010], [3.124, 0.530, 0.084], [1.195, -4.085, -0.179], [-1.080, -3.599, 0.380], [2.887, -2.393, -0.175], [-1.712, -1.106, 0.464], [-2.396, 0.887, 0.867], [-2.158, 2.329, 0.011], [-2.457, 0.805, -0.884], [-0.400, 2.690, -1.413], [1.164, 1.960, -1.299], [-0.122, 1.240, -2.294], [0.545, 2.780, 1.005], [-0.661, 1.893, 1.920], [0.870, 1.168, 1.836]]
}

=====

Entry 4:
{
  "formula": "C9H13MnN3O7SSbSe4",
  "method": "ωB97M-V with the def2-TZVPD basis set",
  "homo_ev": [-14.345, -14.349],
  "lumo_ha": [-0.364, -0.364],
  "total_charge": 2,
  "orbital_gap_ev": [4.45, 4.45],
  "symbols": ["Mn", "O", "C", "O", "C", "C", "C", "C", "C", "O", "C", "C", "O", "O", "H", "H", "H", "H", "H", "H", "H", "H", "N", "N", "C", "N", "S", "H", "H", "H", "H", "H", "O", "O", "Se", "Sb", "Se", "Se", "Se"],
  "positions_angstrom": [[-3.067, 1.581, -1.429], [4.859, -2.905, -2.253], [5.706, -3.360, -1.605], [6.501, -3.913, -0.950], [0.341, 1.272, 2.927], [1.270, 2.009, 3.829], [0.267, 2.996, 4.494], [-0.322, 2.075, 5.616], [0.130, 0.692, 5.078], [1.534, 0.964, 4.825], [-0.430, 0.452, 3.671], [2.027, -1.638, -1.423], [1.858, -2.656, -2.043], [2.375, -0.784, -0.704], [0.346, 1.501, 1.871], [2.124, 2.423, 3.400], [0.762, 3.909, 5.021], [-0.321, 3.374, 3.627], [0.044, 2.477, 6.573], [-1.447, 1.933, 5.710], [0.104, -0.115, 5.872], [-1.198, -0.253, 3.272], [-3.041, -0.253, -2.010], [0.012, -1.515, -4.188], [-0.056, -1.988, -5.329], [-0.217, -2.154, -6.605], [1.463, -4.186, -4.611], [-2.982, -0.884, -1.247], [-3.999, -0.426, -2.074], [-2.431, -0.323, -2.788], [-1.054, -1.741, -7.009], [0.149, -3.000, -7.132], [0.329, -4.705, -5.373], [2.609, -3.534, -5.270], [-2.765, 1.534, 1.454], [-2.790, 4.012, -0.344], [-2.817, 3.230, -2.774], [-4.822, 2.201, 0.304], [-1.052, 1.697, -0.382]]
}